(1)
This record from the OMol25 dataset describes the molecule C2H5N. The level of theory is the ωB97M-V functional and the def2-TZVPD basis.

The geometry in ORCA input format:
```
! wB97M-V def2-TZVPD RIJCOSX def2/J DEFGRID3
* xyz 0 1
C -1.42 0.56 -0.31
N -0.39 0.14 0.44
C 0.94 0.35 -0.06
H -2.51 0.53 0.20
H -1.41 0.94 -1.26
H 0.97 0.44 -1.15
H 1.62 -0.26 0.44
H 1.30 1.38 0.43
*
```

The value obtained for the frontier orbital gap is 10.9 eV. Its energy above the lowest of the compared OMol25 structures with the same formula, charge and spin is 1.1454 eV. As for the structure (SMILES): C=NC.

=====

(2)
This record from the OMol25 dataset describes a 8-piece molecular cluster, C42H110N6O14 overall. The level of theory is the ωB97M-V functional and the def2-TZVPD basis.

The geometry in ORCA input format:
```
! wB97M-V def2-TZVPD RIJCOSX def2/J DEFGRID3
* xyz 4 1
C 12.19 -2.18 -13.79
C 12.66 -3.28 -14.76
C 13.98 -2.87 -15.42
O 12.74 -4.56 -14.25
H 12.78 -2.20 -12.86
H 11.14 -2.29 -13.54
H 12.31 -1.21 -14.27
H 11.88 -3.22 -15.54
H 13.69 -2.02 -16.06
H 14.42 -3.59 -16.12
H 14.80 -2.63 -14.73
C 18.73 -5.06 -13.68
C 17.25 -5.04 -14.13
C 17.16 -5.25 -15.66
O 16.47 -5.98 -13.47
H 19.33 -4.41 -14.31
H 19.20 -6.05 -13.61
H 18.75 -4.82 -12.61
H 16.88 -4.03 -13.87
H 18.00 -4.78 -16.19
H 16.23 -4.83 -16.04
H 17.29 -6.31 -15.87
C 10.77 -8.87 -15.76
O 11.71 -8.02 -15.15
C 12.67 -8.67 -14.38
C 13.76 -7.67 -14.03
N 14.11 -6.80 -15.23
H 13.47 -5.99 -15.13
H 15.02 -6.39 -14.97
C 14.19 -7.48 -16.55
C 14.16 -6.44 -17.67
O 12.91 -5.82 -17.66
C 12.79 -5.03 -18.83
H 11.18 -9.69 -16.35
H 10.16 -8.25 -16.42
H 9.99 -9.22 -15.07
H 13.11 -9.52 -14.91
H 12.22 -9.03 -13.45
H 14.72 -8.09 -13.73
H 13.42 -6.91 -13.33
H 13.36 -8.14 -16.78
H 15.13 -8.04 -16.54
H 14.36 -7.00 -18.59
H 15.01 -5.76 -17.54
H 11.74 -4.77 -18.98
H 13.24 -5.43 -19.74
H 13.32 -4.09 -18.65
C 16.17 -3.64 -20.56
O 17.16 -3.15 -19.67
C 16.61 -2.28 -18.71
C 17.68 -1.84 -17.74
N 18.94 -1.27 -18.39
H 19.51 -0.87 -17.64
H 19.50 -2.07 -18.70
C 18.71 -0.34 -19.53
C 19.98 -0.13 -20.35
O 20.36 -1.31 -20.99
C 19.64 -1.57 -22.18
H 15.40 -4.33 -20.20
H 16.68 -4.23 -21.32
H 15.75 -2.84 -21.17
H 15.90 -2.87 -18.10
H 16.10 -1.42 -19.15
H 18.07 -2.66 -17.14
H 17.30 -1.06 -17.09
H 18.41 0.63 -19.13
H 17.91 -0.71 -20.17
H 20.73 0.25 -19.65
H 19.87 0.69 -21.07
H 18.62 -1.95 -22.05
H 20.19 -2.31 -22.76
H 19.66 -0.67 -22.81
C 17.95 -2.90 -9.79
O 16.92 -3.09 -10.74
C 15.66 -2.75 -10.23
C 14.56 -2.87 -11.27
N 14.49 -4.20 -11.91
H 13.79 -4.19 -12.70
H 15.40 -4.44 -12.32
C 14.13 -5.32 -10.96
C 12.88 -5.05 -10.18
O 11.90 -4.62 -11.09
C 10.90 -3.75 -10.59
H 18.02 -1.85 -9.50
H 18.89 -3.11 -10.29
H 17.82 -3.56 -8.92
H 15.72 -1.74 -9.80
H 15.37 -3.41 -9.40
H 14.75 -2.19 -12.10
H 13.68 -2.53 -10.73
H 15.07 -5.41 -10.40
H 14.08 -6.25 -11.52
H 12.96 -4.29 -9.39
H 12.55 -5.99 -9.72
H 10.24 -3.54 -11.42
H 11.27 -2.82 -10.15
H 10.41 -4.26 -9.75
C 28.04 -4.33 -9.51
O 26.73 -4.86 -9.33
C 25.70 -3.92 -9.53
C 24.43 -4.74 -9.63
N 24.53 -5.59 -10.86
H 24.53 -5.02 -11.71
H 25.38 -6.15 -10.91
C 23.33 -6.50 -11.15
C 22.37 -5.79 -12.09
O 23.15 -5.32 -13.16
C 22.38 -4.79 -14.23
H 28.22 -3.32 -9.17
H 28.30 -4.37 -10.58
H 28.74 -5.03 -9.05
H 25.82 -3.21 -10.36
H 25.55 -3.38 -8.59
H 23.51 -4.17 -9.75
H 24.32 -5.34 -8.72
H 22.82 -6.78 -10.24
H 23.79 -7.36 -11.63
H 21.78 -4.98 -11.66
H 21.79 -6.65 -12.46
H 21.72 -5.58 -14.59
H 22.95 -4.36 -15.05
H 21.71 -4.00 -13.89
C 19.48 -6.63 -9.88
O 19.10 -7.84 -10.49
C 17.69 -8.00 -10.51
C 17.41 -9.10 -11.51
N 17.95 -8.65 -12.86
H 17.29 -7.91 -13.14
H 18.84 -8.21 -12.65
C 17.94 -9.76 -13.87
C 18.42 -9.22 -15.18
O 19.78 -8.84 -15.07
C 20.21 -8.07 -16.20
H 19.33 -5.78 -10.56
H 20.53 -6.73 -9.60
H 18.91 -6.41 -8.98
H 17.21 -7.10 -10.94
H 17.21 -8.17 -9.55
H 16.34 -9.24 -11.65
H 17.88 -10.07 -11.34
H 16.90 -10.05 -13.98
H 18.58 -10.56 -13.50
H 17.78 -8.42 -15.57
H 18.24 -10.02 -15.92
H 20.61 -8.64 -17.03
H 21.04 -7.50 -15.76
H 19.46 -7.30 -16.43
C 18.41 -1.17 -6.75
O 17.24 -0.52 -7.19
C 17.06 0.71 -6.52
C 16.16 1.67 -7.30
N 16.27 1.40 -8.78
H 15.96 0.44 -8.98
H 15.54 1.92 -9.27
C 17.56 1.67 -9.46
C 17.57 1.35 -10.94
O 17.19 0.01 -11.14
C 16.95 -0.31 -12.50
H 18.39 -2.23 -6.99
H 18.62 -1.03 -5.69
H 19.31 -0.76 -7.24
H 18.02 1.22 -6.39
H 16.73 0.58 -5.49
H 16.44 2.72 -7.26
H 15.14 1.54 -6.94
H 18.41 1.20 -8.96
H 17.87 2.71 -9.33
H 18.60 1.50 -11.29
H 16.92 2.06 -11.46
H 16.68 -1.36 -12.60
H 17.87 -0.14 -13.07
H 16.15 0.32 -12.91
*
```

The value obtained for the frontier orbital gap is 6.3 eV. Its energy above the lowest of the compared OMol25 structures with the same formula, charge and spin is 0.0000 eV.

=====

| no. | E_HOMO (eV) |
| --- | --- |
| 1 | -9.84 |
| 2 | -13.97 |